(1)
Formula: C7H14N2
Source: the OMol25 dataset
Level of theory: ωB97M-V/def2-TZVPD

The geometry in XYZ format:
```
23
Properties=species:S:1:pos:R:3
C -2.11345 0.97535 0.21965
C -2.49599 -0.47449 -0.07417
C -1.47597 1.15304 1.62095
H -1.47144 1.48023 -0.49685
H -3.06993 1.51273 0.26769
H -3.52133 -0.73372 0.17710
H -0.39645 1.09274 1.51031
H -1.89599 -1.16047 0.54910
H -2.24234 -0.79987 -1.08004
H -1.70286 2.09823 2.09175
H -1.81103 0.34341 2.27665
C 1.66777 -1.40104 -2.23194
C 2.57254 1.00848 0.21114
C 1.80340 -0.57481 -1.00404
C 1.36909 -0.81829 0.25746
N 2.56430 0.58080 -1.01440
N 1.85813 0.20967 1.04287
H 2.99812 1.90947 0.61355
H 1.60720 0.26906 2.01310
H 0.93257 -1.70919 0.68043
H 2.62189 -1.52822 -2.74285
H 0.90529 -1.03477 -2.91143
H 1.29647 -2.39832 -1.97600
```

Results
**Gap between HOMO and LUMO**: 9.60 eV
**HOMO level**: -8.702 eV
**Structure (SMILES)**: Cc1c[nH]cn1.CCC
**Largest force on an atom**: 0.0338 hartree/bohr
**Energy**: -384.618364 Eh

Here are the Löwdin charges for atoms 1 to 2, given in e: C -0.295; C -0.127

***

(2)
Formula: CH3FO3PS
Source: the OMol25 dataset
Level of theory: ωB97M-V/def2-TZVPD

The geometry in XYZ format:
```
10
Properties=species:S:1:pos:R:3
C 0.17566 -0.62037 -0.00621
O -1.66588 0.61291 1.60781
O -0.91233 1.49907 -0.54488
O -2.36914 -0.47877 -0.46550
F 0.07208 -1.93541 -0.22720
P 1.04008 0.36260 -1.20516
S -1.37821 0.32054 0.22581
H 1.29846 -0.75077 2.11898
H 1.47995 1.36386 -0.36373
H 2.25933 -0.37365 -1.13992
```

Results
**Gap between HOMO and LUMO (spin up / spin down)**: 8.80 / 7.17 eV
**HOMO level (spin up / spin down)**: -5.400 / -4.340 eV
**Charge**: -1
**Largest force on an atom**: 0.0336 hartree/bohr
**Energy**: -1104.922479 Eh

Here are the Löwdin charges for atoms 1 to 2, given in e: C -0.679; O -0.373

***

(3)
Formula: C7H17B2LaO5
Source: the OMol25 dataset
Level of theory: ωB97M-V/def2-TZVPD

The geometry in XYZ format:
```
32
Properties=species:S:1:pos:R:3
C 3.50412 -0.22080 0.85792
C 3.23441 -0.75462 -0.50629
O 3.82960 -0.38479 -1.46740
O 2.26986 -1.68562 -0.59158
C 0.95998 -1.20131 -0.32806
C 0.01713 -2.34200 -0.12228
C -1.42104 -2.00346 -0.45145
C -2.18279 -1.38028 0.69613
C -1.71225 -0.00197 1.13754
B -1.52087 1.03473 -0.04420
O -1.81547 2.47734 0.30522
B -1.38253 3.15388 -0.73842
O -0.00301 3.67085 -0.49352
O -1.93249 3.41928 -1.89387
H 2.68886 0.43689 1.12707
H 4.41630 0.33531 0.81591
H 3.53158 -1.00700 1.58708
H 0.98408 -0.61010 0.57183
H 0.66744 -0.61200 -1.18577
H 0.12166 -2.74543 0.86720
H 0.33253 -3.12100 -0.79167
H -1.90824 -2.93005 -0.68942
H -1.48684 -1.42138 -1.35133
H -3.23537 -1.36647 0.49184
H -2.06160 -2.04884 1.53030
H -2.46710 0.44657 1.77026
H -0.84074 -0.09148 1.77017
H -0.16386 1.10544 -0.31847
H -2.03392 0.74910 -1.11181
H 0.51252 2.83704 -0.14680
H -1.83462 2.78052 -2.60663
La 0.93267 3.48166 1.31051
```

Results
**Gap between HOMO and LUMO**: 4.38 eV
**HOMO level**: -15.637 eV
**Charge**: +2
**Largest force on an atom**: 0.1861 hartree/bohr
**Energy**: -733.639162 Eh

Here are the Löwdin charges for atoms 1 to 2, given in e: C 0.026; C -0.548

***

(4)
Formula: C4H10N2S
Source: the OMol25 dataset
Level of theory: ωB97M-V/def2-TZVPD

The geometry in XYZ format:
```
17
Properties=species:S:1:pos:R:3
C 0.90068 1.22608 0.45255
C -0.32467 0.93445 1.35850
C -1.05545 0.21492 0.07214
C 0.01950 0.94481 -0.80951
H 2.92457 0.64240 0.10729
H 2.22478 -0.04331 1.66284
H 1.33085 2.16724 0.46948
H -0.91165 1.79578 1.60373
H -0.16069 0.36424 2.33917
H -2.13022 0.46511 -0.11779
H 0.00987 -1.92702 0.75289
H -0.45972 1.97518 -1.08595
H -0.41816 -0.63895 -2.41610
H 1.43277 -0.78901 -1.44024
N 1.94571 0.12414 0.60279
N 0.61747 0.03880 -1.94582
S -1.18906 -1.56712 0.06774
```

Results
**Gap between HOMO and LUMO**: 9.53 eV
**HOMO level**: -8.812 eV
**Largest force on an atom**: 0.1075 hartree/bohr
**Energy**: -665.942136 Eh

Here are the Löwdin charges for atoms 1 to 2, given in e: C -0.375; C -0.128

***

(5)
Formula: HN2O2S
Source: the OMol25 dataset
Level of theory: ωB97M-V/def2-TZVPD

The geometry in XYZ format:
```
6
Properties=species:S:1:pos:R:3
N 1.75769 0.50069 -0.34057
N 2.51908 1.10280 -0.86922
O -1.91640 -0.79733 0.56476
O 0.99149 -0.12129 0.28324
S -1.21289 -0.79821 -0.78462
H -2.13896 0.11335 1.14640
```

Results
**Gap between HOMO and LUMO (spin up / spin down)**: 7.72 / 7.61 eV
**HOMO level (spin up / spin down)**: -16.549 / -16.358 eV
**Charge**: +1
**Largest force on an atom**: 0.0703 hartree/bohr
**Energy**: -658.308001 Eh

Here are the Löwdin charges for atoms 1 to 2, given in e: N -0.258; N 0.335

***

(6)
Formula: C6H11N
Source: the OMol25 dataset
Level of theory: ωB97M-V/def2-TZVPD

The geometry in XYZ format:
```
18
Properties=species:S:1:pos:R:3
C -0.05941 -1.99566 -0.08109
C 0.41644 -0.56827 -0.03023
C 0.80307 0.11059 -1.11789
N 1.23983 -0.51094 -2.29044
C 0.06631 0.16709 1.24044
C -0.66625 1.47689 1.07183
C -1.92782 1.67097 1.44472
H 0.11656 -2.45584 0.90233
H -1.14367 -2.06105 -0.17330
H 0.48442 -2.64252 -0.76749
H 0.73417 1.17789 -1.10895
H 1.88660 -1.28206 -2.20088
H 1.74817 0.10551 -2.91851
H 0.90186 0.33663 1.93838
H -0.56537 -0.47109 1.87090
H -0.12405 2.30894 0.63478
H -2.38553 2.59097 1.10469
H -2.51498 0.94444 1.98914
```

Results
**Gap between HOMO and LUMO**: 8.84 eV
**HOMO level**: -7.772 eV
**Structure (SMILES)**: C=CC/C(C)=C/N
**Largest force on an atom**: 0.0351 hartree/bohr
**Energy**: -289.911184 Eh

Here are the Löwdin charges for atoms 1 to 2, given in e: C -0.064; C -0.300

***

Quick rundown of M, same order as above: 126.2 145.1 341.7 118.2 93.1 97.2 g/mol